ORCA calculation (ωB97M-V/def2-TZVPD) on a gas-phase ion, C8H15N2S (charge +1) at a distorted geometry.

Computed properties:
- Net charge: +1
- Relative energy (zero: lowest compared OMol25 entry of this formula, charge and spin): 408.9 kJ/mol
- E: -821.12698 Ha
- Maximum force: 0.1137 hartree/bohr
- Frontier orbital gap: 0.34780 hartree

Each line ends with the natural charge from an NBO analysis.
Cartesian coordinates (Å):
1 C -0.19263 -0.84416 -0.22165  -0.1350
2 C -0.75410 1.99731 -0.19174  -0.0003
3 C 0.68618 0.10605 -0.37088  0.1302
4 C -2.16663 -0.30415 -0.02412  -0.0821
5 C -2.90625 -1.22025 -0.87856  -0.7129
6 C 2.92342 1.23031 -0.96661  -0.5840
7 C 2.58216 -0.28704 1.05184  -0.5775
8 C 2.19279 -0.11677 -0.44728  -0.2335
9 N 0.37984 1.43476 -0.16060  -0.4390
10 N -2.38760 -0.59085 1.43385  -0.7234
11 S -2.42672 1.38005 -0.42743  0.3078
12 H -0.06838 -1.83061 -0.33302  0.1976
13 H -0.65682 3.10285 -0.21904  0.2337
14 H -3.17759 -0.89918 -1.80850  0.2698
15 H -3.87481 -1.65757 -0.44559  0.2338
16 H -2.39181 -2.19793 -1.22791  0.2576
17 H 3.93226 1.06810 -0.81866  0.2143
18 H 2.56568 1.98972 -0.37967  0.2204
19 H 2.73100 1.38538 -2.05408  0.2154
20 H 2.22887 0.54983 1.57664  0.2042
21 H 3.60822 -0.41529 1.12114  0.2221
22 H 2.07179 -1.19849 1.39822  0.1955
23 H 2.49043 -1.06625 -0.93992  0.2264
24 H -2.46772 -1.55323 1.57198  0.4471
25 H -3.18679 0.12149 1.62994  0.4568
26 H -1.73480 -0.18408 2.13165  0.4547